The following is a DFT calculation (ωB97M-V with the def2-TZVPD basis set) of C2H2LiO2Sc as an isolated structure in a non-equilibrium geometry.

Geometry as ORCA input:
```
! RIJCOSX wB97M-V def2-TZVPD def2/J DEFGRID3
* xyz 2 1
C -0.188 -0.202 0.623
C 0.989 -0.087 -0.101
O 1.083 0.654 -1.145
O -1.305 0.547 0.204
H 1.849 -0.712 0.205
Sc -1.919 -1.251 -0.309
Li -0.514 1.664 -1.120
H 0.005 -0.613 1.643
*
```

Output
Gap between HOMO and LUMO (alpha / beta): 7.48 / 7.49 eV
LUMO (alpha / beta): -11.238 / -11.233 eV



The following is a DFT calculation (ωB97M-V with the def2-TZVPD basis set) of C2H2LiO2Zn as an isolated structure in a non-equilibrium geometry.

Geometry as ORCA input:
```
! RIJCOSX wB97M-V def2-TZVPD def2/J DEFGRID3
* xyz 1 1
O -0.963 -0.321 1.420
C 0.089 0.264 1.529
C 1.053 0.662 0.671
O -0.787 -0.682 -1.455
Li -0.661 -0.715 -3.177
Zn -1.806 -1.017 -0.114
H 1.977 0.075 0.671
H 1.099 1.734 0.456
*
```

Output
Gap between HOMO and LUMO (alpha / beta): 8.11 / 8.11 eV
LUMO (alpha / beta): -5.350 / -5.351 eV



So what do the calculations give for DFT total energy? Going down the list: -27088.2853; -54814.8010 eV.
So what do the calculations give for relative energy (zero: lowest compared OMol25 entry of this formula, charge and spin)? Going down the list: 142.4; 183.7 kJ/mol.